[1]
{
  "formula": "C16H35BBr8FIN3O2S2",
  "method": "wB97M-V/def2-TZVPD",
  "homo_ev": -11.327,
  "total_charge": 1,
  "lumo_energy_ev": -3.92,
  "fmax_ha_per_bohr": 0.0422,
  "orbital_gap_ev": 7.411,
  "species": ["C", "C", "S", "C", "N", "C", "B", "O", "O", "C", "N", "C", "C", "C", "I", "N", "F", "S", "H", "H", "H", "H", "H", "H", "H", "H", "H", "H", "H", "H", "H", "H", "H", "H", "H", "H", "H", "Br", "C", "C", "Br", "H", "H", "H", "H", "Br", "C", "C", "Br", "H", "H", "H", "H", "Br", "C", "C", "Br", "H", "H", "H", "H", "Br", "C", "C", "Br", "H", "H", "H", "H"],
  "coordinates": [[6.27, 2.32, -0.34], [4.78, 2.38, -0.79], [3.67, 1.33, 0.27], [1.99, 1.95, -0.16], [0.99, 0.88, -0.38], [1.46, -0.24, -1.24], [1.63, -1.64, -0.40], [2.17, -1.71, 0.89], [1.16, -2.83, -1.02], [-0.27, 1.39, -0.82], [-1.21, 1.40, 0.08], [-2.58, 1.91, -0.10], [-3.66, 0.82, 0.33], [-4.90, 0.93, -0.66], [-2.90, -1.20, 0.40], [-0.53, 1.92, -2.12], [0.64, 2.14, -2.81], [-1.51, 0.87, -3.10], [6.78, 3.19, -0.83], [6.81, 1.41, -0.72], [6.42, 2.46, 0.76], [4.62, 2.20, -1.87], [4.43, 3.44, -0.60], [2.10, 2.68, -1.01], [1.64, 2.56, 0.72], [2.36, 0.00, -1.86], [0.63, -0.46, -1.98], [2.13, -0.81, 1.25], [0.33, -2.64, -1.48], [-0.99, 1.03, 1.01], [-2.79, 2.32, -1.11], [-2.72, 2.77, 0.61], [-3.98, 1.08, 1.37], [-5.55, 1.75, -0.26], [-5.41, -0.05, -0.66], [-4.59, 1.20, -1.70], [-2.63, 1.64, -3.35], [5.90, -5.02, 4.67], [4.38, -4.43, 3.60], [4.81, -3.93, 2.25], [5.60, -2.16, 2.36], [3.86, -3.67, 4.19], [3.74, -5.31, 3.51], [3.96, -3.82, 1.59], [5.55, -4.58, 1.78], [-3.62, -2.03, 4.99], [-3.95, -3.87, 4.46], [-4.60, -3.95, 3.10], [-6.49, -3.48, 3.18], [-4.56, -4.33, 5.24], [-2.97, -4.35, 4.45], [-4.57, -4.97, 2.72], [-4.14, -3.28, 2.37], [-5.41, 2.90, 2.64], [-6.27, 4.56, 2.10], [-6.15, 4.79, 0.61], [-4.36, 5.40, 0.13], [-5.82, 5.35, 2.69], [-7.32, 4.44, 2.38], [-6.82, 5.59, 0.29], [-6.35, 3.90, 0.03], [1.97, -2.94, -4.65], [2.92, -1.51, -5.56], [4.36, -1.45, -5.14], [4.55, -0.65, -3.38], [2.37, -0.59, -5.35], [2.83, -1.73, -6.62], [4.93, -0.80, -5.81], [4.84, -2.43, -5.10]]
}

---

[2]
{
  "formula": "C16H35Cl10N",
  "method": "wB97M-V/def2-TZVPD",
  "homo_ev": -7.536,
  "total_charge": 0,
  "lumo_energy_ev": 0.33,
  "fmax_ha_per_bohr": 0.3287,
  "orbital_gap_ev": 7.865,
  "de_lowest_ev": 6.754,
  "species": ["Cl", "C", "C", "Cl", "H", "H", "H", "H", "Cl", "C", "C", "Cl", "H", "H", "H", "H", "Cl", "C", "C", "Cl", "H", "H", "H", "H", "Cl", "C", "C", "Cl", "H", "H", "H", "H", "Cl", "C", "C", "Cl", "H", "H", "H", "H", "C", "C", "N", "C", "C", "C", "C", "H", "H", "H", "H", "H", "H", "H", "H", "H", "H", "H", "H", "H", "H", "H"],
  "coordinates": [[-3.37, -1.50, 5.75], [-2.35, -0.48, 4.65], [-0.98, -0.50, 5.17], [0.02, 0.66, 4.20], [-2.87, 0.68, 4.57], [-2.33, -0.85, 3.68], [-0.45, -1.54, 4.99], [-1.08, -0.10, 6.13], [1.23, -4.86, 0.63], [2.60, -5.60, 0.07], [3.93, -4.75, 0.31], [3.76, -3.37, -0.81], [2.36, -6.03, -0.85], [2.92, -6.44, 0.75], [4.90, -5.20, 0.10], [4.08, -4.57, 1.38], [-1.91, 0.66, -5.13], [-1.91, -0.86, -4.16], [-3.27, -1.55, -3.94], [-4.50, -0.36, -3.45], [-1.58, -0.69, -2.95], [-1.26, -1.65, -4.44], [-3.36, -2.54, -3.19], [-3.54, -2.00, -4.90], [3.72, -1.06, 0.70], [4.97, 0.14, 1.12], [5.46, 1.00, -0.15], [6.63, 2.25, 0.32], [5.70, -0.35, 1.53], [4.63, 0.78, 1.87], [4.74, 1.58, -0.64], [5.79, 0.53, -0.86], [-0.09, -1.39, -1.70], [0.33, -1.37, 0.07], [-0.92, -1.53, 0.95], [-1.89, -0.02, 0.85], [0.97, -0.55, 0.32], [0.86, -2.17, 0.26], [-0.61, -1.75, 2.05], [-1.43, -2.30, 0.56], [-2.72, 3.12, 1.52], [-1.73, 2.25, 0.61], [-1.28, 2.98, -0.50], [0.02, 2.85, -0.89], [0.70, 1.65, -0.84], [-2.25, 2.75, -1.71], [-2.07, 3.64, -2.90], [-2.17, 4.06, 1.74], [-3.01, 2.58, 2.47], [-3.64, 3.34, 1.18], [-2.37, 1.33, 0.18], [-0.96, 2.05, 1.15], [0.50, 3.38, -0.42], [0.34, 3.38, -1.59], [0.28, 0.91, -0.26], [1.78, 1.76, -0.67], [0.57, 1.05, -1.88], [-3.15, 3.22, -1.41], [-2.29, 1.71, -2.18], [-1.30, 3.24, -3.52], [-2.11, 4.76, -2.48], [-3.00, 3.62, -3.45]]
}

---

[3]
{
  "formula": "C16H35NO11S3",
  "method": "wB97M-V/def2-TZVPD",
  "homo_ev": -8.276,
  "total_charge": 0,
  "lumo_energy_ev": -0.15,
  "fmax_ha_per_bohr": 0.0887,
  "orbital_gap_ev": 8.130,
  "de_lowest_ev": 1.242,
  "species": ["C", "C", "C", "N", "C", "C", "O", "C", "O", "C", "H", "H", "H", "H", "H", "H", "H", "H", "H", "H", "H", "C", "C", "O", "S", "C", "O", "O", "H", "H", "H", "H", "H", "H", "H", "H", "C", "C", "O", "S", "C", "O", "O", "H", "H", "H", "H", "H", "H", "H", "H", "C", "C", "O", "S", "C", "O", "O", "H", "H", "H", "H", "H", "H", "H", "H"],
  "coordinates": [[6.81, 0.75, -2.27], [6.35, -0.74, -2.10], [6.94, -1.96, -2.89], [5.38, -0.96, -1.21], [4.06, -1.20, -1.86], [3.08, -0.20, -1.04], [2.34, 0.57, -2.03], [2.24, -0.35, -3.15], [1.26, -0.77, -3.77], [3.79, -0.71, -3.35], [7.81, 0.86, -2.77], [6.84, 1.19, -1.22], [6.01, 1.36, -2.80], [6.23, -2.82, -2.77], [7.13, -1.77, -3.98], [7.90, -2.25, -2.35], [3.74, -2.28, -1.86], [3.76, 0.36, -0.35], [2.41, -0.83, -0.39], [4.01, -1.39, -4.21], [4.19, 0.30, -3.65], [-0.79, 0.60, -1.99], [-1.47, 0.75, -3.33], [-2.86, 0.37, -3.27], [-3.90, 1.38, -2.58], [-5.38, 0.58, -3.12], [-3.81, 2.66, -3.24], [-3.81, 1.26, -1.16], [-1.20, 1.32, -1.27], [0.27, 0.78, -2.10], [-0.95, -0.40, -1.58], [-1.37, 1.76, -3.72], [-0.99, 0.08, -4.04], [-5.45, 0.64, -4.20], [-6.23, 1.10, -2.66], [-5.36, -0.46, -2.78], [2.20, -0.13, 5.80], [3.66, 0.22, 5.56], [4.30, -0.75, 4.72], [3.98, -0.71, 3.13], [5.26, -1.82, 2.62], [4.27, 0.60, 2.63], [2.71, -1.35, 2.90], [1.62, -0.05, 4.88], [1.76, 0.55, 6.53], [2.10, -1.15, 6.16], [3.76, 1.22, 5.14], [4.19, 0.21, 6.51], [6.23, -1.36, 2.82], [5.14, -1.99, 1.55], [5.15, -2.76, 3.16], [-6.47, 2.22, 0.79], [-6.36, 1.37, 2.04], [-7.64, 0.88, 2.46], [-8.30, -0.33, 1.64], [-9.59, -0.70, 2.79], [-7.38, -1.43, 1.61], [-8.90, 0.19, 0.44], [-6.78, 1.63, -0.07], [-5.51, 2.68, 0.54], [-7.21, 3.01, 0.92], [-5.66, 0.55, 1.89], [-5.97, 1.98, 2.85], [-9.15, -1.06, 3.72], [-10.22, -1.47, 2.35], [-10.18, 0.20, 2.97]]
}

---

[4]
{
  "formula": "C16H35NO2P2SiW",
  "method": "wB97M-V/def2-TZVPD",
  "homo_ev": [-5.853, -7.179],
  "s2": 2.02,
  "total_charge": 0,
  "lumo_energy_ev": [0.27, -0.23],
  "fmax_ha_per_bohr": 0.1062,
  "orbital_gap_ev": [6.118, 6.953],
  "multiplicity": 3,
  "species": ["W", "Si", "P", "N", "H", "C", "H", "H", "H", "C", "H", "H", "H", "C", "H", "H", "H", "C", "H", "H", "H", "H", "H", "C", "C", "C", "C", "C", "C", "H", "H", "H", "H", "H", "C", "O", "C", "H", "H", "H", "C", "H", "H", "H", "C", "P", "C", "C", "O", "H", "H", "H", "H", "H", "H", "H", "H", "H"],
  "coordinates": [[0.38, -0.17, -0.38], [2.50, 0.11, -1.43], [-0.83, -0.77, -2.24], [0.38, -1.66, 0.74], [-2.53, 2.72, -1.15], [-2.65, -0.82, -2.12], [-3.07, -1.08, -3.10], [-3.06, 0.15, -1.79], [-2.95, -1.59, -1.39], [-0.59, 0.21, -3.77], [-1.15, -0.28, -4.58], [0.48, 0.26, -4.03], [-0.97, 1.23, -3.62], [-0.42, -2.49, -2.74], [-1.00, -2.71, -3.65], [-0.71, -3.17, -1.93], [0.65, -2.58, -2.93], [2.90, 1.81, -2.16], [2.85, 2.58, -1.38], [2.23, 2.09, -2.97], [3.93, 1.79, -2.54], [3.60, -0.07, -0.43], [2.80, -0.79, -2.59], [0.67, -2.90, 1.09], [0.27, -4.93, 2.39], [-0.17, -3.69, 1.95], [1.90, -3.45, 0.61], [2.33, -4.70, 1.05], [1.51, -5.43, 1.94], [-0.35, -5.52, 3.08], [-1.13, -3.25, 2.24], [2.51, -2.84, -0.07], [3.28, -5.10, 0.71], [1.85, -6.42, 2.29], [-1.48, 2.77, -0.83], [-0.66, 1.59, -1.00], [-1.52, 3.14, 0.65], [-1.29, 4.21, 0.76], [-0.79, 2.59, 1.24], [-2.55, 3.00, 1.02], [-0.97, 3.86, -1.78], [-1.81, 4.40, -2.22], [-0.34, 3.51, -2.59], [-0.41, 4.65, -1.26], [0.34, 2.13, 4.24], [0.48, 0.74, 3.08], [1.54, -0.53, 3.81], [-1.18, 0.02, 2.97], [1.03, 1.20, 1.75], [-0.04, 1.80, 5.21], [-0.35, 2.88, 3.83], [1.32, 2.59, 4.38], [1.23, -0.76, 4.84], [1.49, -1.43, 3.20], [2.57, -0.15, 3.81], [-1.83, 0.66, 2.37], [-1.12, -0.97, 2.51], [-1.60, -0.07, 3.99]]
}

---

[5]
{
  "formula": "C16H35NOSSi3W",
  "method": "wB97M-V/def2-TZVPD",
  "homo_ev": [-14.750, -15.606],
  "s2": 2.03,
  "total_charge": 2,
  "lumo_energy_ev": [-8.08, -7.81],
  "fmax_ha_per_bohr": 0.0973,
  "orbital_gap_ev": [6.671, 7.796],
  "multiplicity": 3,
  "species": ["W", "C", "Si", "C", "C", "C", "Si", "C", "C", "C", "Si", "C", "C", "C", "C", "C", "C", "C", "N", "H", "H", "H", "H", "H", "H", "H", "H", "H", "H", "H", "H", "H", "H", "H", "H", "H", "H", "H", "H", "H", "H", "H", "H", "H", "H", "H", "H", "C", "S", "C", "O", "H", "H", "H", "H", "H", "H", "H"],
  "coordinates": [[0.40, 0.90, 0.74], [1.62, -1.89, 2.08], [-0.20, -1.61, 1.66], [-1.03, -3.31, 1.76], [-0.87, -0.53, 3.06], [-0.54, -0.85, -0.01], [-2.28, -0.51, -0.53], [-3.51, -0.33, 0.89], [-2.92, -1.93, -1.61], [-2.42, 1.10, -1.50], [0.78, -1.04, -1.32], [0.38, -0.23, -2.98], [1.04, -2.89, -1.68], [2.44, -0.25, -0.79], [3.67, -0.74, -1.23], [4.83, -0.08, -0.82], [4.73, 1.03, 0.01], [3.47, 1.45, 0.40], [2.32, 0.83, 0.02], [1.70, -2.40, 3.04], [2.16, -0.94, 2.15], [2.11, -2.53, 1.33], [-0.82, -3.78, 2.72], [-0.65, -3.96, 0.96], [-2.12, -3.23, 1.65], [-0.39, -0.81, 4.01], [-1.94, -0.66, 3.20], [-0.66, 0.52, 2.87], [-3.57, -1.25, 1.49], [-4.51, -0.12, 0.50], [-3.23, 0.50, 1.54], [-2.86, -2.88, -1.06], [-2.34, -2.02, -2.53], [-3.96, -1.75, -1.88], [-1.80, 1.88, -1.04], [-3.46, 1.45, -1.51], [-2.11, 0.97, -2.54], [-0.52, -0.66, -3.43], [1.20, -0.39, -3.68], [0.25, 0.85, -2.86], [0.09, -3.36, -1.93], [1.47, -3.40, -0.82], [1.72, -3.02, -2.53], [3.75, -1.60, -1.88], [5.80, -0.43, -1.14], [5.61, 1.57, 0.35], [3.33, 2.31, 1.04], [-1.56, 4.33, -0.80], [-0.75, 2.88, -0.07], [0.03, 3.77, 1.30], [0.34, 2.46, -1.01], [-0.81, 5.09, -1.05], [-2.27, 4.74, -0.08], [-2.08, 4.02, -1.70], [-0.75, 4.20, 1.94], [0.67, 4.56, 0.91], [0.62, 3.07, 1.88], [0.40, 0.90, 2.48]]
}

---

[6]
{
  "formula": "C16H36As2N2O13P2RuSSi2",
  "method": "wB97M-V/def2-TZVPD",
  "homo_ev": [-4.503, -4.448],
  "s2": 0.76,
  "total_charge": -1,
  "lumo_energy_ev": [1.62, 1.63],
  "fmax_ha_per_bohr": 0.0199,
  "orbital_gap_ev": [6.127, 6.078],
  "multiplicity": 2,
  "de_lowest_ev": 3.170,
  "species": ["Ru", "O", "P", "O", "O", "O", "P", "O", "O", "O", "H", "H", "O", "As", "O", "O", "C", "C", "C", "C", "C", "C", "S", "O", "O", "O", "H", "H", "H", "H", "H", "N", "C", "C", "N", "C", "C", "H", "H", "H", "H", "H", "H", "H", "H", "H", "H", "H", "C", "Si", "C", "C", "As", "Si", "C", "C", "C", "H", "H", "H", "H", "H", "H", "H", "H", "H", "H", "H", "H", "H", "H", "H", "H", "H", "H"],
  "coordinates": [[-0.38, 0.37, -0.32], [-4.37, -0.86, 3.94], [-3.84, -1.85, 2.74], [-4.97, -2.68, 2.28], [-2.52, -2.37, 3.20], [-3.50, -0.69, 1.60], [-4.23, -0.49, 0.15], [-5.30, 0.71, 0.51], [-2.05, -0.19, -0.96], [-3.18, 0.62, -0.51], [-5.33, -0.94, 3.98], [-6.17, 0.32, 0.66], [3.89, 2.48, -0.76], [2.46, 2.39, 0.29], [2.94, 2.06, 1.82], [1.56, 1.14, -0.36], [1.82, 4.18, -0.13], [2.74, 5.07, -0.66], [2.36, 6.37, -0.98], [1.05, 6.78, -0.78], [0.12, 5.90, -0.25], [0.51, 4.61, 0.08], [-0.70, 3.53, 0.82], [0.01, 2.99, 1.98], [-1.86, 4.32, 1.11], [-0.93, 2.48, -0.20], [4.44, 1.71, -0.56], [3.76, 4.75, -0.83], [3.09, 7.06, -1.39], [0.75, 7.79, -1.03], [-0.90, 6.19, -0.06], [0.41, -0.32, 4.42], [-0.43, 0.85, 3.98], [-0.95, 0.51, 2.61], [0.18, 0.33, 1.67], [1.02, -0.80, 2.10], [1.57, -0.53, 3.48], [-0.19, -1.15, 4.40], [0.75, -0.18, 5.37], [0.19, 1.74, 3.99], [-1.26, 0.95, 4.69], [-1.61, 1.28, 2.25], [-1.47, -0.44, 2.66], [0.74, 1.18, 1.75], [1.85, -0.90, 1.40], [0.41, -1.71, 2.07], [2.18, 0.38, 3.48], [2.14, -1.38, 3.85], [3.49, -0.67, -2.00], [2.13, -1.88, -2.45], [2.95, -3.58, -2.41], [1.61, -1.54, -4.23], [0.35, -1.87, -0.95], [-1.28, -3.12, -2.06], [-2.18, -2.27, -3.46], [-0.42, -4.63, -2.80], [-2.50, -3.75, -0.80], [4.39, -0.90, -2.58], [3.74, -0.74, -0.94], [3.19, 0.36, -2.20], [3.82, -3.59, -3.07], [2.29, -4.39, -2.70], [3.30, -3.79, -1.39], [2.46, -1.59, -4.91], [1.16, -0.54, -4.31], [0.86, -2.26, -4.56], [-1.49, -1.95, -4.25], [-2.70, -1.39, -3.09], [-2.91, -2.95, -3.90], [0.26, -4.37, -3.62], [-1.19, -5.29, -3.21], [0.14, -5.20, -2.05], [-3.18, -2.98, -0.46], [-1.99, -4.14, 0.09], [-3.11, -4.55, -1.22]]
}

---

Number 1: molar mass 1161.6 g/mol. Number 2: molar mass 596.0 g/mol. Number 3: molar mass 513.7 g/mol. Number 4: molar mass 547.3 g/mol. Number 5: molar mass 557.6 g/mol. Number 6: molar mass 865.6 g/mol.